1.
Here is a structure of composition C7H13Br2N2S from the Open Molecules 2025 dataset. Energies are from ωB97M-V/def2-TZVPD.

XYZ file:
```
25
Properties=species:S:1:pos:R:3:mulliken_charge:R:1
C 0.7548 -1.2626 2.3395 0.462
C -1.3905 -1.4151 0.9984 -0.166
C -0.2038 -0.8670 0.2571 -0.716
C -0.4374 2.1863 -0.4780 -1.293
C -1.2378 0.3341 -2.2289 -1.247
C 1.1354 0.8704 -1.9227 -1.263
C -0.2436 0.9228 -1.3070 1.138
N 0.8193 -0.5271 1.1821 -0.024
N 1.5607 -1.2599 3.4157 -0.367
S -0.7582 -2.0748 2.5539 -0.108
Br -2.6087 -0.0209 1.4108 -0.032
Br 0.6913 -2.4165 -0.8398 -0.115
H -1.7416 -2.1812 0.4197 0.606
H 0.4679 2.1792 0.2813 0.237
H -1.4376 2.3589 -0.0880 0.346
H -0.5050 2.9938 -1.1448 0.456
H -0.9966 -0.8046 -2.3788 0.232
H -2.2357 0.3936 -1.6433 0.248
H -1.3267 0.9682 -3.0219 0.586
H 1.7948 1.3400 -1.1612 0.314
H 1.0716 1.3722 -2.9825 0.372
H 1.2510 -0.1516 -2.1185 0.463
H 1.7696 -0.3158 0.9373 0.394
H 2.5419 -1.1074 3.1987 0.236
H 1.2648 -1.5150 4.3208 0.242
```

Values from the calculation:
energy relative to the best compared isomer or geometry (same formula, charge and spin)	17.5	kcal/mol
highest occupied orbital energy	-12.48	eV
gap between HOMO and LUMO	8.54	eV
total charge	+1

=====

2.
Here is a structure of composition C7H13ClO10V from the Open Molecules 2025 dataset. Energies are from ωB97M-V/def2-TZVPD.

XYZ file:
```
32
Properties=species:S:1:pos:R:3:lowdin_spin:R:1
O 0.5932 1.9747 -3.4471 -0.327
V -0.7450 2.5294 -2.8602 1.429
O -3.2845 2.6951 1.2309 0.020
C -4.2634 1.8803 1.0028 0.018
O -3.9524 0.9235 0.2924 0.395
O -5.4787 2.1116 1.2917 0.564
H -2.5691 2.3630 0.6837 0.002
Cl -0.4201 1.4333 -0.5502 -0.099
C 0.0976 -2.2670 -0.0162 0.000
O -0.5510 -2.3235 1.2270 0.000
C -1.7875 -2.1008 1.4327 0.000
O -2.6629 -2.0777 0.5379 0.000
O -2.0272 -2.0206 2.7303 0.000
C -3.3373 -1.5817 3.2347 0.000
H -0.0970 -3.2333 -0.4815 0.000
H 1.1720 -2.1050 0.0702 0.000
H -0.2071 -1.4036 -0.6075 0.000
H -3.5804 -0.7740 2.5444 0.000
H -3.3747 -1.3747 4.3042 0.000
H -4.0632 -2.3718 3.0423 0.000
C 4.1005 0.5704 -3.5947 0.000
O 4.1690 1.0626 -2.2728 0.000
C 3.3511 0.5411 -1.3074 0.000
O 2.3913 -0.2159 -1.5544 -0.001
O 3.7118 1.0078 -0.0765 0.000
C 2.8393 0.8845 1.0078 0.000
H 4.7277 1.2325 -4.1915 0.000
H 3.0962 0.7024 -3.9971 0.000
H 4.3468 -0.4914 -3.5844 0.000
H 3.3614 0.3381 1.7934 0.000
H 1.9919 0.2782 0.6878 0.000
H 2.4516 1.8129 1.4272 0.000
```

Values from the calculation:
highest occupied orbital energy (spin up / spin down)	-12.26 / -12.26	eV
spin multiplicity	3
gap between HOMO and LUMO (spin up / spin down)	2.97 / 3.85	eV
total charge	+1

=====

Question: What is the total charge in the second record?
Answer: +1

=====

Question: Which formula does entry 2 have?
Answer: C7H13ClO10V

=====

Repeat the second record exactly.
Here is a structure of composition C7H13ClO10V from the Open Molecules 2025 dataset. Energies are from ωB97M-V/def2-TZVPD.

XYZ file:
```
32
Properties=species:S:1:pos:R:3:lowdin_spin:R:1
O 0.5932 1.9747 -3.4471 -0.327
V -0.7450 2.5294 -2.8602 1.429
O -3.2845 2.6951 1.2309 0.020
C -4.2634 1.8803 1.0028 0.018
O -3.9524 0.9235 0.2924 0.395
O -5.4787 2.1116 1.2917 0.564
H -2.5691 2.3630 0.6837 0.002
Cl -0.4201 1.4333 -0.5502 -0.099
C 0.0976 -2.2670 -0.0162 0.000
O -0.5510 -2.3235 1.2270 0.000
C -1.7875 -2.1008 1.4327 0.000
O -2.6629 -2.0777 0.5379 0.000
O -2.0272 -2.0206 2.7303 0.000
C -3.3373 -1.5817 3.2347 0.000
H -0.0970 -3.2333 -0.4815 0.000
H 1.1720 -2.1050 0.0702 0.000
H -0.2071 -1.4036 -0.6075 0.000
H -3.5804 -0.7740 2.5444 0.000
H -3.3747 -1.3747 4.3042 0.000
H -4.0632 -2.3718 3.0423 0.000
C 4.1005 0.5704 -3.5947 0.000
O 4.1690 1.0626 -2.2728 0.000
C 3.3511 0.5411 -1.3074 0.000
O 2.3913 -0.2159 -1.5544 -0.001
O 3.7118 1.0078 -0.0765 0.000
C 2.8393 0.8845 1.0078 0.000
H 4.7277 1.2325 -4.1915 0.000
H 3.0962 0.7024 -3.9971 0.000
H 4.3468 -0.4914 -3.5844 0.000
H 3.3614 0.3381 1.7934 0.000
H 1.9919 0.2782 0.6878 0.000
H 2.4516 1.8129 1.4272 0.000
```

Values from the calculation:
highest occupied orbital energy (spin up / spin down)	-12.26 / -12.26	eV
spin multiplicity	3
gap between HOMO and LUMO (spin up / spin down)	2.97 / 3.85	eV
total charge	+1